No. 1
The following is a DFT calculation (ωB97M-V/def2-TZVPD) of a 2-piece molecular cluster, C32H45INO9PS overall.

XYZ file:
```
90
Properties=species:S:1:pos:R:3:forces:R:3:lowdin_charge:R:1
I -0.787 5.653 -3.125 -0.2 -1.6 0.5 0.770
S 1.028 2.867 0.367 1.4 7.4 -0.9 0.862
P 1.223 -1.844 1.470 0.1 -1.5 0.8 0.972
O -2.016 3.001 1.894 -0.2 -1.6 -0.2 -0.098
O 0.388 4.310 0.393 1.6 -6.0 0.0 -0.351
O 0.914 2.265 1.939 -0.6 -1.2 -2.6 -0.167
O -5.416 1.537 -5.847 0.4 0.5 0.1 0.018
O 1.241 0.339 3.201 -1.9 1.9 1.6 -0.082
O 2.477 3.059 -0.132 -4.4 -2.4 1.7 -0.341
O -1.855 -0.186 -1.736 -0.1 -1.0 1.3 -0.248
O 0.543 2.051 4.912 1.6 -7.4 -3.7 0.025
O -2.478 3.374 -1.851 7.9 2.1 -3.0 -0.133
N -4.778 3.425 -6.888 -0.1 -0.5 0.5 -0.004
C 1.193 -3.255 0.195 1.1 -1.7 -0.8 -0.325
C 5.123 -2.399 -0.895 -3.1 -0.6 -2.6 -0.076
C 0.511 0.853 2.015 0.2 -1.6 0.6 -0.387
C -1.241 3.653 -2.301 -6.1 -3.2 3.5 -0.658
C 0.769 0.814 4.476 -1.0 3.6 3.8 -0.257
C -0.101 2.435 -2.178 0.4 1.6 -1.4 -0.155
C 1.166 -0.085 0.781 1.7 1.6 -0.4 -0.312
C 2.723 -1.070 -1.899 2.7 -3.8 -0.6 -0.091
C -0.452 -2.698 6.825 2.9 2.9 0.4 -0.062
C 1.679 -0.183 6.927 -2.3 -3.1 0.3 -0.004
C 0.544 0.174 -0.690 -0.4 1.8 -1.4 -0.289
C 0.605 -0.365 5.658 0.6 -1.9 1.9 -0.034
C -3.917 2.960 -4.636 0.0 -0.1 0.2 -0.027
C -0.038 1.742 -0.705 -1.3 -0.5 -0.4 -0.239
C 3.633 -3.624 -2.940 0.6 2.8 2.4 -0.037
C 4.914 -3.671 -1.914 -3.2 3.4 -0.3 -0.075
C -0.475 -1.595 5.594 3.0 0.2 3.3 -0.015
C 1.666 0.177 -1.932 1.6 -0.7 0.0 -0.112
C 2.554 -2.346 -2.968 2.6 -0.6 2.2 -0.140
C 1.368 -2.457 -4.100 1.4 0.6 -0.4 -0.125
C 3.567 -3.610 2.090 -0.7 -0.4 0.5 -0.192
C 3.016 -2.074 2.223 0.3 0.1 1.2 -0.387
C -4.759 2.575 -5.819 -0.6 -0.7 -0.4 -0.545
C -1.990 1.822 2.769 -2.7 -0.3 0.2 -0.334
C 0.644 -2.529 8.054 0.1 2.4 -2.2 -0.076
C 4.035 -1.172 -0.903 -0.1 -2.0 -1.8 -0.035
C -3.566 1.252 2.753 0.6 -0.1 -0.6 -0.069
C 1.705 -1.274 8.150 -2.9 -0.2 -3.9 -0.068
C -1.072 0.572 2.278 -1.2 0.2 -0.9 -0.047
C -0.657 -0.808 -1.181 -0.2 -2.3 0.6 -0.179
C -4.076 4.677 -7.033 -0.2 0.0 -0.5 -0.083
C -3.080 -0.939 -1.365 -0.7 -0.2 -0.2 -0.087
H 3.455 -4.525 -3.695 0.4 2.2 1.8 0.092
H 1.117 0.087 -2.990 1.1 0.3 2.6 0.117
H 3.754 -1.239 1.868 -1.3 -1.7 0.5 0.065
H -4.322 2.068 3.141 1.7 -1.8 -0.5 0.101
H 2.344 1.160 -1.910 -1.7 -2.1 0.1 0.134
H -1.127 1.806 -0.237 2.5 -0.1 -0.9 0.137
H -3.448 -0.706 -0.268 0.9 -0.3 -2.0 0.093
H 0.925 2.952 -2.480 -2.1 -1.3 0.8 0.123
H -3.424 4.603 -7.908 0.1 0.3 0.1 0.083
H 4.487 -3.781 2.805 -1.7 0.5 -1.6 0.085
H 2.485 -1.151 9.036 -2.0 -0.4 -2.1 0.093
H 1.159 -4.263 0.839 -0.1 2.4 -1.1 0.060
H -4.268 3.909 -4.221 0.3 -0.1 0.0 0.091
H -2.913 -2.105 -1.445 -0.3 2.3 0.0 0.109
H -3.665 0.212 3.293 0.0 2.2 -0.8 0.087
H 0.348 -2.876 -3.708 2.0 0.9 -0.7 0.078
H -5.364 3.105 -7.650 0.2 0.1 0.2 0.142
H 3.795 -3.969 0.999 -0.2 1.0 2.2 0.050
H -4.816 5.465 -7.198 0.3 0.2 0.0 0.084
H -1.028 -1.534 -0.309 1.0 1.7 -1.5 0.115
H 2.434 0.733 6.957 -1.9 -2.2 -0.3 0.107
H 0.703 -3.330 8.934 -0.3 1.9 -2.3 0.087
H 6.061 -2.427 -0.157 -2.5 0.3 -1.8 0.102
H -2.662 2.864 1.135 1.1 0.0 1.5 0.102
H 2.705 -4.324 2.492 1.9 1.5 -0.7 0.079
H -1.542 0.217 1.238 1.0 0.8 2.2 0.124
H 1.787 -3.144 -4.978 -1.0 1.4 2.0 0.088
H 2.849 -1.879 3.390 0.4 -0.4 -2.5 0.083
H -3.815 1.075 1.620 0.3 0.2 2.0 0.072
H -0.386 1.686 -3.063 0.4 1.5 2.3 0.146
H 2.300 0.291 0.739 -2.4 -0.6 0.0 0.123
H -1.166 -3.649 6.870 1.7 2.5 -0.3 0.090
H 1.252 -1.379 -4.595 -0.1 -2.4 1.1 0.086
H 2.225 -3.349 -0.397 -2.6 0.3 0.9 0.028
H -3.477 4.922 -6.156 -0.1 -0.1 -0.1 0.068
H -2.867 3.042 -4.935 -0.1 0.2 0.1 0.078
H -0.211 -1.525 -2.008 -0.8 1.4 1.6 0.117
H 0.252 -3.318 -0.495 1.9 0.4 1.2 0.042
H -3.996 2.194 -3.860 -0.1 0.2 -0.3 0.078
H -1.824 2.196 3.862 0.3 -0.7 -2.3 0.154
H -1.303 -0.334 3.018 1.1 2.0 -1.6 0.123
H -3.926 -0.598 -2.115 1.9 -0.7 1.5 0.116
H 5.635 -4.601 -1.947 -1.6 2.2 0.2 0.086
H 4.245 -0.281 -0.141 -0.5 -2.1 -1.9 0.096
H -1.243 -1.707 4.707 1.9 0.3 2.0 0.081
```
Positions in Å, forces in eV/Å.

## Properties
- Gap between HOMO and LUMO: 0.289 hartree
- Spin multiplicity: 1
- E_LUMO: -0.396 eV
- SMILES: CCP(C)[C@@H]1[C@@](C[C@H](C)O)(OC(=O)c2ccccc2)OS(=O)(=O)[C@@H](CC(=O)I)[C@@]1(COC)Cc1ccccc1C.CNC(C)=O
- DFT total energy: -3014.53156 a.u.

=====

No. 2
The following is a DFT calculation (ωB97M-V/def2-TZVPD) of a 10-piece molecular cluster, C32H45N3O29S overall.

XYZ file:
```
110
Properties=species:S:1:pos:R:3:forces:R:3:lowdin_charge:R:1
S 1.314 1.388 -5.818 0.4 0.5 -0.3 0.881
O 7.411 -6.331 0.960 -0.1 0.0 0.4 0.064
O 8.790 5.866 -5.792 -0.1 0.1 -0.4 0.063
O -7.892 0.344 2.719 -0.1 0.1 -0.4 0.067
O -7.706 1.721 0.963 -0.1 -0.4 0.1 0.067
O -11.475 -3.170 6.922 -0.3 -0.6 0.4 0.140
O -11.461 -4.446 8.782 -0.1 0.4 -0.2 0.073
O 1.353 -0.799 -1.660 -1.4 1.5 -0.3 -0.020
O 8.869 5.116 -7.917 0.0 0.1 0.1 0.148
O -9.928 0.300 5.877 0.7 0.2 0.1 0.082
O 4.870 4.806 -7.909 -0.3 -0.4 0.1 0.069
O 7.186 -5.733 3.111 -0.1 -0.1 -0.3 0.060
O 4.228 2.666 -7.716 -0.1 0.3 0.1 0.029
O 2.616 -2.074 -2.897 -0.3 0.4 -1.4 -0.072
O 4.926 1.604 3.806 -0.2 -0.3 0.1 0.056
O 2.751 4.321 -7.308 0.1 -0.1 0.0 0.144
O 7.292 -3.044 -0.823 0.0 0.5 0.1 0.032
O -7.828 -0.248 6.416 -0.2 0.4 -0.1 0.071
O 6.382 -1.001 -0.734 0.4 -0.3 0.3 0.070
O -8.615 -0.326 0.691 0.0 0.2 0.2 0.138
O 8.259 7.242 -7.480 0.1 -0.3 0.2 0.068
O 2.836 1.091 4.484 0.1 0.0 0.0 0.159
O -8.289 1.835 5.683 -0.3 -0.1 0.6 0.121
O -4.023 -0.968 -1.066 -0.2 0.2 -0.3 0.055
O 5.682 -7.126 2.169 0.1 0.1 0.0 0.164
O 7.721 -1.702 0.937 0.0 -0.1 0.0 0.136
O -6.136 -0.733 -1.769 0.5 0.1 0.0 0.080
O -4.443 0.077 -3.019 0.0 0.0 0.1 0.142
O -12.574 -2.503 8.774 0.3 -0.3 -0.2 0.071
O 4.339 -0.544 4.085 0.0 0.5 0.1 0.066
N 0.959 2.744 -2.991 -0.2 0.4 0.1 0.185
N -0.655 1.112 -2.772 1.1 0.3 -2.5 0.125
N 1.348 0.784 -4.198 -1.8 -0.3 0.4 -0.351
C 6.118 -1.504 -2.047 -0.5 0.3 -0.6 -0.110
C 8.660 5.991 -7.138 0.2 -0.1 -0.2 -0.570
C 6.663 -6.462 2.087 -0.3 -0.2 0.0 -0.560
C -6.178 -1.619 -0.647 -0.5 -0.4 0.4 -0.114
C -9.917 -1.119 6.075 -0.5 -0.1 -0.1 -0.119
C 8.676 7.173 -5.228 0.1 0.2 0.5 -0.122
C 7.181 -1.895 -0.111 0.0 0.1 0.0 -0.567
C -7.086 1.445 3.152 0.5 0.3 0.6 -0.122
C -0.445 -1.004 -4.190 0.1 0.1 -0.3 -0.107
C -4.855 -1.365 0.023 0.1 -0.2 0.5 -0.112
C -11.846 -4.196 10.133 0.1 -0.3 0.5 -0.121
C -1.370 0.052 -3.526 -0.8 -2.0 0.8 -0.140
C 6.058 4.015 -8.001 0.5 0.1 -0.1 -0.125
C 0.519 1.524 -3.332 0.3 0.3 0.4 -0.388
C -8.119 0.503 1.392 -0.2 0.0 0.0 -0.561
C -7.387 2.497 2.122 0.1 0.5 0.1 -0.109
C 8.468 -5.268 2.695 0.4 0.2 0.3 -0.124
C -11.806 -3.356 8.052 0.0 -0.2 -0.2 -0.539
C 6.329 -2.981 -1.885 -0.4 -0.5 -0.4 -0.099
C 3.926 0.749 4.157 -0.3 0.0 0.1 -0.562
C 5.614 -0.549 3.443 0.3 -0.5 -0.3 -0.125
C 8.356 -5.286 1.196 0.3 0.4 -0.4 -0.122
C 6.126 0.840 3.706 0.5 0.2 -0.1 -0.127
C -8.650 -1.331 6.854 0.1 -0.5 0.2 -0.114
C 5.522 2.646 -8.323 0.3 -0.4 -0.2 -0.109
C 1.708 -1.206 -2.774 2.0 -1.6 1.0 -0.703
C 7.895 7.918 -6.277 -0.3 0.5 0.1 -0.121
C -12.938 -3.172 9.981 -0.4 0.1 0.4 -0.119
C -8.652 0.731 5.966 -0.3 0.1 0.1 -0.555
C 1.069 -0.667 -4.092 -0.2 -1.1 -0.4 -0.283
C 3.845 3.968 -7.616 -0.2 0.2 0.0 -0.568
C -4.835 -0.488 -2.044 -0.2 0.1 -0.1 -0.557
H -10.983 -3.811 10.681 0.0 0.0 -0.1 0.135
H 9.305 -5.505 0.708 -0.1 -0.2 -0.1 0.137
H -0.728 -1.105 -5.262 0.2 0.2 0.7 0.112
H 8.161 8.972 -6.328 0.0 -0.1 -0.2 0.135
H -4.456 -2.251 0.515 0.2 0.1 -0.1 0.137
H -10.800 -1.445 6.617 0.2 0.6 -0.3 0.095
H 9.678 7.582 -5.081 0.0 0.0 -0.1 0.135
H 6.759 1.211 2.901 -0.2 0.1 0.0 0.133
H -8.181 -2.289 6.638 0.2 0.2 -0.1 0.138
H 5.407 2.482 -9.396 0.0 0.0 0.0 0.137
H -9.897 -1.611 5.101 0.0 0.1 0.0 0.144
H -8.252 3.108 2.387 0.0 -0.1 0.0 0.138
H -12.979 -2.474 10.815 0.0 0.1 -0.2 0.136
H 5.475 -0.749 2.379 0.0 0.0 0.0 0.125
H 0.791 3.063 -2.045 -0.2 0.2 -0.4 0.132
H -0.604 -2.003 -3.732 0.1 0.7 -0.2 0.132
H -6.036 1.139 3.144 0.0 0.0 -0.1 0.137
H 7.960 -4.354 0.795 0.1 -0.1 0.1 0.099
H 5.102 -1.261 -2.362 0.0 0.0 0.2 0.123
H 6.135 1.848 -7.908 -0.2 0.0 0.1 0.138
H -6.272 -2.645 -1.012 0.1 0.0 -0.1 0.139
H -8.801 -1.246 7.934 0.0 0.1 0.0 0.134
H -6.538 3.150 1.931 -0.1 -0.1 -0.2 0.134
H 2.648 1.469 -6.141 -0.6 -0.1 0.6 -0.107
H 1.488 3.304 -3.650 0.2 -0.4 0.4 0.112
H -4.902 -0.548 0.748 0.0 0.0 -0.1 0.129
H -12.192 -5.109 10.614 0.1 -0.1 -0.2 0.136
H -13.924 -3.625 9.850 0.0 0.0 0.0 0.136
H 6.257 -1.319 3.865 -0.2 0.0 0.1 0.134
H 9.232 -5.955 3.068 -0.1 0.0 0.0 0.130
H -2.090 0.459 -4.267 0.7 0.2 0.5 0.124
H 6.672 0.914 4.650 -0.1 0.0 0.0 0.131
H 8.668 -4.272 3.087 -0.2 0.0 0.1 0.131
H -1.993 -0.496 -2.786 0.4 0.6 -0.5 0.106
H 6.827 -1.051 -2.746 0.1 0.0 0.1 0.131
H 6.714 -3.452 -2.788 0.2 0.0 0.2 0.136
H -7.361 1.755 4.166 0.2 -0.2 -0.7 0.090
H 6.815 7.832 -6.136 0.0 0.0 0.0 0.136
H 6.720 4.397 -8.774 -0.1 0.1 0.1 0.128
H -1.281 1.907 -2.645 0.4 -0.2 0.5 0.160
H 8.164 7.139 -4.269 0.0 -0.2 -0.1 0.135
H -7.026 -1.393 -0.001 0.1 0.0 -0.4 0.100
H 6.578 4.046 -7.042 0.0 0.0 0.0 0.131
H 5.423 -3.503 -1.573 0.0 0.1 0.0 0.144
H 1.558 -1.155 -4.962 -0.1 0.4 0.8 0.130
```
Positions in Å, forces in eV/Å.

## Properties
- Gap between HOMO and LUMO: 0.270 hartree
- Spin multiplicity: 1
- E_LUMO: -0.055 eV
- DFT total energy: -3990.81292 a.u.

=====

No. 3
The following is a DFT calculation (ωB97M-V/def2-TZVPD) of C32H45N7PSc as an isolated structure.

XYZ file:
```
86
Properties=species:S:1:pos:R:3:forces:R:3:nbo_charge:R:1
Sc 1.525 -0.314 -0.517 1.1 0.7 1.0 1.943
P -0.791 -1.813 -0.380 0.1 -0.7 0.1 0.793
N -1.705 2.080 -1.835 -0.1 0.2 -0.1 0.013
N 2.100 0.110 1.720 -0.2 -0.2 -0.2 -0.743
N -0.047 1.573 -0.539 -0.3 -0.2 -0.1 -0.449
N -0.759 1.249 -1.643 0.2 -0.1 -0.2 -0.065
N -1.632 2.985 -0.858 0.3 -0.2 0.6 -0.151
N 2.668 2.084 -0.317 0.0 -0.2 -0.2 -0.689
N 4.044 -0.207 -0.301 -0.3 -0.4 -0.2 -0.691
C 0.806 -5.815 -1.960 0.0 0.0 0.0 -0.162
C -2.088 5.356 -1.508 0.1 -0.2 -0.1 -0.224
C 0.597 -2.615 3.391 0.1 0.0 0.0 -0.236
C -0.172 -3.433 -0.929 -0.1 0.2 -0.1 -0.418
C -1.072 -0.693 2.210 0.0 0.0 0.0 -0.023
C 0.097 -1.566 4.151 0.0 0.0 0.0 -0.194
C -4.886 -2.340 -0.431 0.0 -0.1 0.1 -0.209
C -2.914 -1.136 -1.919 0.1 0.0 0.0 -0.182
C -2.352 5.187 -3.003 0.0 0.1 0.1 -0.615
C -1.040 -4.492 -1.200 0.0 -0.1 0.0 -0.174
C -0.612 2.662 -0.059 0.0 0.0 -0.3 0.199
C 4.522 -0.069 1.092 -0.2 0.0 0.2 -0.243
C -5.222 -1.634 -1.574 0.0 0.0 0.0 -0.150
C 3.429 -0.421 2.103 0.2 0.0 -0.3 -0.232
C 0.265 -2.709 2.049 -0.1 -0.1 0.0 -0.154
C -0.571 -1.763 1.445 0.1 0.0 -0.1 -0.386
C -3.568 -2.471 0.004 0.0 0.0 0.0 0.017
C -4.228 -1.041 -2.337 0.0 0.0 0.0 -0.216
C -2.574 -1.832 -0.753 0.2 0.4 -0.1 -0.371
C 1.200 -3.554 -1.183 0.0 -0.1 0.1 0.093
C 2.658 2.489 1.112 -0.1 -0.2 0.2 -0.243
C -0.732 -0.625 3.561 0.0 0.1 0.0 -0.220
C -2.010 0.346 1.649 -0.1 -0.2 0.1 -0.632
C -3.307 -3.309 1.228 0.0 0.1 0.0 -0.647
C 1.665 -4.757 -1.713 0.0 0.0 0.0 -0.230
C 4.618 0.799 -1.210 -0.1 0.1 0.0 -0.233
C -0.551 -5.686 -1.697 0.0 0.0 0.0 -0.205
C 2.178 -2.459 -0.831 -0.6 0.3 -0.1 -1.099
C 1.895 1.535 2.044 0.1 0.1 -0.3 -0.223
C -2.544 4.114 -0.720 -0.2 0.6 -0.2 -0.221
C 3.999 2.186 -0.961 0.1 -0.2 0.0 -0.243
C -0.624 5.701 -1.238 -0.2 0.1 0.0 -0.617
H -4.070 -4.082 1.314 0.0 0.0 0.0 0.243
H -1.227 -6.506 -1.897 0.0 0.0 0.0 0.234
H -0.377 6.642 -1.727 0.0 0.0 0.0 0.248
H 5.377 -0.719 1.279 0.1 0.0 -0.1 0.236
H 0.821 1.712 1.992 0.0 0.0 0.0 0.204
H -2.337 -3.798 1.200 0.0 0.0 0.0 0.220
H -4.475 -0.511 -3.247 0.0 0.0 0.0 0.232
H -3.044 0.060 1.860 0.0 0.0 0.0 0.254
H 2.060 2.720 -0.811 -0.1 0.0 0.0 0.394
H -0.316 3.231 0.807 -0.1 0.0 0.0 0.247
H 5.704 0.861 -1.108 0.0 0.0 -0.1 0.221
H -0.424 5.824 -0.170 0.0 0.0 0.0 0.205
H 3.047 -2.584 -1.490 0.1 0.2 0.0 0.225
H 3.725 -0.045 3.086 -0.1 -0.1 0.1 0.220
H 3.683 2.573 1.466 0.0 0.0 -0.1 0.216
H 4.355 -1.112 -0.637 -0.1 -0.1 0.0 0.409
H -2.606 4.342 0.343 0.0 -0.1 0.0 0.226
H 2.720 -4.869 -1.931 0.0 0.0 0.0 0.218
H 2.209 1.746 3.070 0.0 0.0 0.0 0.223
H -3.520 3.791 -1.076 0.0 -0.1 0.1 0.251
H 3.330 -1.504 2.178 0.0 0.0 0.0 0.230
H -1.922 0.439 0.569 -0.1 0.0 0.1 0.211
H 4.400 0.477 -2.230 0.0 0.0 0.0 0.218
H -6.258 -1.562 -1.878 0.0 0.0 0.0 0.233
H -2.129 -0.668 -2.500 -0.1 0.0 0.0 0.222
H -1.797 4.339 -3.409 0.0 0.0 0.0 0.207
H -2.705 6.173 -1.128 0.0 0.0 0.0 0.233
H 2.554 -2.687 0.184 0.1 0.1 0.0 0.221
H 4.666 2.807 -0.362 0.0 0.0 0.0 0.210
H 1.197 -6.741 -2.362 0.0 0.0 0.0 0.234
H 1.234 -3.363 3.845 0.0 0.0 0.0 0.241
H -3.355 -2.709 2.140 0.0 0.0 0.0 0.227
H 2.227 3.485 1.230 0.0 0.0 0.0 0.219
H 0.045 4.940 -1.650 0.0 0.0 0.0 0.186
H 3.894 2.683 -1.925 0.0 0.1 0.0 0.232
H 1.423 -0.407 2.287 0.0 0.1 -0.1 0.445
H -1.141 0.182 4.159 0.0 0.0 0.0 0.230
H -5.667 -2.825 0.142 0.0 0.0 0.0 0.228
H 4.871 0.949 1.248 0.0 0.0 0.0 0.203
H -2.106 -4.379 -1.055 0.0 0.0 0.0 0.226
H -2.043 6.083 -3.539 0.0 0.0 0.0 0.234
H -3.413 5.030 -3.198 0.0 0.0 0.0 0.226
H 0.627 -3.548 1.466 0.0 0.0 0.0 0.235
H 0.343 -1.489 5.202 0.0 0.0 0.0 0.242
H -1.844 1.316 2.120 0.0 0.0 0.0 0.211
```
Positions in Å, forces in eV/Å.

## Properties
- Gap between HOMO and LUMO: 0.279 hartree
- Spin multiplicity: 1
- E_LUMO: -5.770 eV
- Net charge: +2
- DFT total energy: -2731.29772 a.u.